C19H18N4OPd | wB97M-V/def2-TZVPD

Geometry (Å):
N  -3.558  3.561  1.736
C  -2.429  2.756  1.876
C  -1.639  2.350  0.496
C  -1.290  0.755  0.342
C  0.303  0.345  0.066
C  0.763  -1.217  -0.119
C  2.372  -1.609  -0.342
O  3.246  -0.646  0.334
C  3.731  0.419  -0.546
C  3.187  0.824  -2.033
C  3.833  2.071  -2.939
C  5.053  2.994  -2.313
C  5.594  2.648  -0.793
C  4.964  1.369  0.066
C  -0.343  -2.469  -0.054
N  0.210  -3.852  -0.248
C  -0.920  -4.842  -0.203
C  -2.487  -4.499  0.065
N  -3.000  -3.107  0.303
C  -1.901  -2.086  0.215
C  -2.348  -0.494  0.433
C  -3.962  -0.194  0.757
C  -4.282  -0.824  2.272
N  -5.062  -0.196  3.220
H  -3.721  3.800  0.733
H  -2.128  2.424  2.958
H  -2.209  2.766  -0.450
H  -0.598  2.930  0.515
H  1.108  1.195  0.007
H  2.502  -2.642  0.242
H  2.639  -1.843  -1.456
H  2.321  0.193  -2.507
H  3.430  2.305  -4.030
H  5.545  3.910  -2.877
H  6.445  3.284  -0.253
H  5.408  1.173  1.153
H  -0.638  -5.987  -0.370
H  -3.269  -5.391  0.108
H  -4.224  0.950  0.730
H  -4.625  -0.798  -0.003
H  -3.816  -1.876  2.580
H  -5.075  -0.815  4.085
Pd  0.868  0.365  -3.760

Calculated values
**Largest force on an atom**: 7.22 eV/Å
**Charge**: +2
**HOMO**: -0.5268 Eh

***

C19H18N6O5S | wB97M-V/def2-TZVPD

Geometry (Å):
C  -1.214  1.091  3.359
H  -1.777  0.927  4.277
O  -0.075  0.268  3.463
C  0.818  0.258  2.448
C  0.740  1.053  1.305
C  1.711  0.953  0.328
C  2.759  0.054  0.478
C  2.860  -0.729  1.623
C  1.894  -0.624  2.597
H  1.947  -1.220  3.493
H  3.691  -1.406  1.751
N  3.679  -0.071  -0.571
C  4.239  -1.190  -1.116
N  4.900  -0.828  -2.195
N  4.754  0.481  -2.295
N  4.044  0.945  -1.355
S  4.044  -2.822  -0.529
C  3.193  -3.510  -2.005
C  1.842  -2.833  -1.976
O  0.926  -3.254  -1.300
N  1.792  -1.662  -2.672
C  0.859  -0.590  -2.554
O  1.079  0.419  -3.176
N  -0.155  -0.844  -1.706
C  -1.146  0.044  -1.278
C  -2.037  -0.417  -0.315
C  -3.040  0.410  0.168
C  -3.142  1.725  -0.296
C  -2.258  2.169  -1.270
C  -1.272  1.342  -1.767
H  -0.596  1.698  -2.525
H  -2.362  3.180  -1.629
O  -4.089  2.598  0.181
C  -4.731  2.153  1.354
C  -5.083  0.671  1.239
H  -5.586  0.312  2.138
O  -3.908  -0.098  1.105
H  -5.731  0.519  0.366
H  -5.628  2.765  1.466
H  -4.074  2.303  2.222
H  -1.969  -1.422  0.070
H  -0.171  -1.775  -1.289
H  2.562  -1.422  -3.287
H  3.793  -3.304  -2.888
H  3.100  -4.577  -1.818
H  1.658  1.560  -0.562
H  -0.072  1.745  1.157
H  -1.827  0.806  2.499
H  -0.941  2.148  3.285

Calculated values
**ΔE to the lowest compared entry with this formula, charge and spin**: 0.0 kcal/mol
**Largest force on an atom**: 1.86 eV/Å
**Charge**: 0
**HOMO**: -0.3011 Eh
**SMILES string**: COc1ccc(-n2nnnc2SCC(=O)NC(=O)Nc2ccc3c(c2)OCCO3)cc1

***

C19H19AuN3OS | wB97M-V/def2-TZVPD

Geometry (Å):
Au  -0.585  -0.180  0.332
C  -1.912  0.997  -3.846
C  -2.201  2.339  -3.657
C  -1.898  2.949  -2.449
C  -1.331  2.187  -1.427
N  -1.145  0.870  -1.611
C  -1.394  0.287  -2.767
C  -0.790  2.762  -0.192
C  -0.710  4.132  0.076
C  -0.045  4.555  1.218
C  0.562  3.626  2.051
C  0.452  2.269  1.739
N  -0.242  1.897  0.660
C  1.166  1.187  2.420
C  2.010  1.363  3.518
C  2.787  0.296  3.946
C  2.734  -0.915  3.276
C  1.830  -1.035  2.225
N  1.075  -0.025  1.847
H  -2.087  0.494  -4.786
H  -2.640  2.914  -4.459
H  -2.096  4.000  -2.297
H  -1.169  -0.765  -2.861
H  -1.138  4.856  -0.600
H  0.035  5.614  1.433
H  1.124  3.953  2.912
H  2.061  2.318  4.023
H  3.451  0.409  4.793
H  3.354  -1.758  3.544
H  1.736  -1.966  1.687
O  -1.821  -1.972  0.389
S  -3.218  -2.531  0.218
C  -3.125  -4.322  0.638
C  -3.485  -4.393  2.102
C  -4.615  -3.392  2.338
C  -4.159  -2.077  1.745
H  -2.138  -4.704  0.388
H  -3.874  -4.801  0.005
H  -2.618  -4.166  2.725
H  -3.810  -5.409  2.341
H  -4.831  -3.281  3.403
H  -5.546  -3.722  1.872
H  -3.467  -1.534  2.390
H  -4.985  -1.427  1.468

Calculated values
**Largest force on an atom**: 2.93 eV/Å
**Charge**: +3
**HOMO (spin up / spin down)**: -0.6732 / -0.6733 Eh

***

C19H19BF2MnN4S8 | wB97M-V/def2-TZVPD

Geometry (Å):
Mn  -1.090  0.596  2.137
C  -3.804  -1.715  2.683
C  -3.153  -0.987  3.808
N  -2.183  -0.099  3.683
C  -1.775  0.398  4.913
C  -2.441  -0.117  5.970
S  -3.604  -1.243  5.423
C  -0.710  1.392  4.855
C  -0.097  2.081  5.843
S  1.065  3.139  5.170
C  0.694  2.617  3.601
N  -0.252  1.695  3.579
C  1.398  3.160  2.406
H  -3.082  -2.361  2.184
H  -4.201  -1.012  1.952
H  -4.622  -2.333  3.047
H  -2.315  0.103  7.017
H  -0.268  2.031  6.905
H  1.971  4.047  2.668
H  0.683  3.427  1.628
H  2.088  2.414  2.008
N  0.968  -2.436  -1.862
C  0.065  -1.805  -2.601
S  -1.390  -1.143  -1.912
N  0.243  -1.686  -3.902
C  -0.614  -0.927  -4.787
C  -1.594  -1.590  -5.505
C  -2.400  -0.859  -6.366
C  -2.217  0.510  -6.495
C  -1.227  1.159  -5.768
C  -0.413  0.438  -4.908
H  0.761  -2.690  -0.909
H  1.836  -2.756  -2.266
H  1.020  -2.180  -4.322
H  -1.724  -2.659  -5.396
H  -3.169  -1.362  -6.938
H  -2.845  1.075  -7.170
H  -1.083  2.225  -5.878
H  0.367  0.925  -4.336
C  4.607  1.045  -2.085
S  2.915  0.461  -1.814
C  2.953  -0.006  -0.129
C  1.878  0.027  0.680
S  0.315  0.695  0.211
S  2.073  -0.608  2.295
C  3.771  -1.019  2.172
S  4.643  -1.647  3.372
S  4.407  -0.673  0.573
H  5.327  0.234  -2.008
H  4.850  1.850  -1.396
H  4.618  1.430  -3.102
F  -2.038  -0.408  0.606
B  -0.850  -0.880  -0.102
F  -0.354  -1.970  0.566

Calculated values
**ΔE to the lowest compared entry with this formula, charge and spin**: 0.0 kcal/mol
**Largest force on an atom**: 0.09 eV/Å
**Charge**: +2
**2S+1**: 4
**HOMO (spin up / spin down)**: -0.4780 / -0.4780 Eh